No. 1
The following is a DFT calculation (the ωB97M-V functional and the def2-TZVPD basis) of a 3-piece molecular cluster, C38H65ClF2N4O11 overall in a non-equilibrium geometry.

Atoms and positions in Å:
C (-4.567, -1.837, 4.626)
O (-5.272, -1.197, 3.479)
C (-4.970, 0.235, 3.631)
C (-4.133, 0.699, 2.300)
C (-2.588, 0.060, 2.236)
C (-1.761, 1.002, 1.180)
C (-0.312, 0.328, 0.685)
C (0.842, 1.018, 1.620)
C (2.094, 0.020, 2.017)
C (1.669, -1.289, 2.907)
C (1.582, -1.037, 4.524)
C (0.680, -2.243, 5.251)
C (0.825, -2.236, 6.901)
O (1.253, -0.928, 7.421)
C (0.125, -0.005, 7.619)
C (-1.423, -0.227, 7.126)
O (0.418, 1.171, 8.235)
O (-0.215, 0.610, -0.753)
C (0.761, -0.251, -1.438)
C (0.070, -1.758, -1.631)
C (1.170, -2.988, -1.385)
C (0.517, -4.325, -0.698)
C (1.329, -5.624, -1.367)
O (2.620, -5.907, -1.093)
O (0.651, -6.597, -2.285)
C (1.290, 0.382, -2.894)
N (2.473, 1.311, -2.752)
Cl (2.786, 2.177, -4.254)
C (2.247, 2.418, -1.748)
C (3.450, 3.581, -1.760)
O (3.328, 4.778, -2.350)
C (4.821, 3.138, -0.911)
C (6.233, 2.756, -1.668)
C (7.482, 2.284, -0.674)
C (7.260, 2.208, 0.983)
C (5.838, 2.626, 1.728)
C (4.608, 3.091, 0.747)
N (1.683, -0.805, -3.735)
C (1.193, -0.745, -5.155)
O (0.611, 0.277, -5.781)
F (1.326, -2.016, -5.962)
C (3.136, -1.188, -3.605)
O (3.787, -1.445, -2.448)
F (3.973, -1.368, -4.849)
H (-3.428, -1.565, 4.675)
H (-4.695, -3.010, 4.499)
H (-5.132, -1.440, 5.596)
H (-5.973, 0.877, 3.643)
H (-4.354, 0.510, 4.588)
H (-4.675, 0.476, 1.286)
H (-3.962, 1.878, 2.333)
H (-2.611, -1.081, 1.976)
H (-2.132, 0.283, 3.316)
H (-2.405, 1.148, 0.191)
H (-1.520, 2.083, 1.579)
H (-0.385, -0.803, 0.973)
H (0.311, 1.288, 2.655)
H (1.226, 2.070, 1.206)
H (2.753, -0.317, 1.109)
H (2.813, 0.673, 2.711)
H (0.678, -1.817, 2.582)
H (2.534, -2.095, 2.745)
H (2.686, -1.192, 4.946)
H (1.192, 0.019, 4.844)
H (-0.461, -2.137, 4.962)
H (1.034, -3.327, 4.911)
H (-0.135, -2.681, 7.452)
H (1.702, -3.001, 7.170)
H (-2.108, 0.665, 7.517)
H (-1.852, -1.199, 7.665)
H (-1.481, -0.317, 5.957)
H (1.753, -0.450, -0.823)
H (-0.489, -1.862, -2.681)
H (-0.786, -1.964, -0.826)
H (1.663, -3.339, -2.412)
H (2.092, -2.619, -0.724)
H (0.769, -4.362, 0.450)
H (-0.619, -4.466, -0.949)
H (0.932, -6.434, -3.233)
H (0.391, 1.015, -3.294)
H (1.224, 2.943, -1.963)
H (2.322, 1.928, -0.672)
H (6.294, 2.805, -2.837)
H (8.498, 1.968, -1.165)
H (8.129, 1.839, 1.690)
H (5.642, 2.586, 2.881)
H (3.543, 3.372, 1.211)
C (1.169, 7.066, -3.433)
O (-0.057, 7.463, -4.028)
C (0.040, 7.793, -5.417)
C (-0.001, 6.572, -6.365)
C (1.314, 5.796, -6.416)
N (-1.086, 5.647, -6.006)
H (2.025, 7.604, -3.851)
H (1.305, 5.988, -3.541)
H (1.113, 7.285, -2.363)
H (-0.838, 8.414, -5.632)
H (0.917, 8.423, -5.607)
H (-0.191, 6.949, -7.377)
H (1.473, 5.178, -5.529)
H (1.324, 5.121, -7.280)
H (2.166, 6.476, -6.517)
H (-1.973, 6.150, -6.061)
H (-0.990, 5.440, -5.007)
C (-4.011, -4.254, -2.554)
O (-4.823, -3.581, -1.604)
C (-5.679, -4.441, -0.846)
C (-4.990, -5.121, 0.360)
C (-4.094, -6.293, -0.032)
N (-4.201, -4.158, 1.143)
H (-4.518, -5.116, -2.996)
H (-3.070, -4.558, -2.093)
H (-3.770, -3.548, -3.355)
H (-6.474, -3.793, -0.457)
H (-6.170, -5.174, -1.497)
H (-5.780, -5.522, 1.005)
H (-3.145, -5.971, -0.468)
H (-3.848, -6.896, 0.850)
H (-4.596, -6.948, -0.752)
H (-4.825, -3.422, 1.478)
H (-3.584, -3.669, 0.488)

Results
* 2S+1: 1
* E_tot: -86874.02132 eV
* charge: 0
* F_max: 10.26 eV Å⁻¹
* structure (SMILES): COCCCC[C@H](CCCCCCOC(C)=O)O[C@@H](CCCC(=O)O)[C@@H](N(Cl)CC(=O)c1ccccc1)N(C(=O)F)C(=O)F.COC[C@@H](C)N.COC[C@@H](C)N


No. 2
The following is a DFT calculation (the ωB97M-V functional and the def2-TZVPD basis) of a 3-piece molecular cluster, C2H11NO3 overall in a non-equilibrium geometry.

Atoms and positions in Å:
C (-0.396, -1.384, -1.651)
N (-1.034, -1.402, -0.337)
C (-0.946, -0.325, 0.570)
O (-0.925, -0.739, 1.960)
H (0.608, -0.957, -1.492)
H (-0.258, -2.395, -2.024)
H (-0.876, -0.537, -2.199)
H (-1.913, -1.889, -0.423)
H (-1.813, 0.335, 0.437)
H (0.060, 0.100, 0.470)
H (-1.852, -0.804, 2.193)
O (-0.249, 2.723, -0.663)
H (0.509, 2.122, -0.652)
H (-0.105, 3.450, -1.267)
O (3.209, 0.252, 1.629)
H (2.386, 0.362, 2.076)
H (3.592, 1.087, 1.372)

Results
* 2S+1: 1
* charge: 0
* F_max: 3.12 eV Å⁻¹
* structure (SMILES): CNCO.O.O
* energy above the lowest of the compared OMol25 structures with the same formula, charge and spin: 144.3 kJ/mol


No. 3
The following is a DFT calculation (the ωB97M-V functional and the def2-TZVPD basis) of C24H44BiO3P2S as an isolated structure in a non-equilibrium geometry.

Atoms and positions in Å:
Bi (-2.663, -0.788, 0.054)
C (-1.038, -1.215, 3.676)
C (-1.378, 0.129, 3.384)
C (-3.055, -1.228, 2.538)
C (-2.021, -2.052, 3.156)
C (-2.634, 0.154, 2.779)
C (0.172, -1.654, 4.422)
H (1.027, -1.000, 4.201)
H (0.441, -2.682, 4.151)
H (0.010, -1.629, 5.510)
C (-2.102, -3.509, 3.350)
H (-1.136, -3.900, 3.690)
H (-2.353, -4.033, 2.426)
H (-2.850, -3.808, 4.104)
C (-4.488, -1.639, 2.476)
H (-4.669, -2.471, 3.197)
H (-4.775, -1.995, 1.465)
H (-5.143, -0.792, 2.764)
C (-3.461, 1.362, 2.523)
H (-4.071, 1.637, 3.406)
H (-4.160, 1.229, 1.683)
H (-2.827, 2.236, 2.289)
C (-0.590, 1.342, 3.716)
H (-1.087, 1.979, 4.462)
H (-0.447, 1.949, 2.810)
H (0.398, 1.074, 4.105)
C (2.282, -1.473, 0.392)
C (2.341, -0.762, 1.523)
C (2.591, 0.697, 1.736)
C (2.774, 1.615, 0.502)
C (1.522, 1.952, -0.206)
C (0.999, 1.239, -1.267)
C (0.787, -0.283, -1.314)
C (2.106, -1.029, -1.020)
H (3.550, 0.809, 2.256)
H (3.583, 1.196, -0.135)
H (1.806, 1.117, 2.402)
H (2.940, -0.386, -1.391)
H (2.440, -2.556, 0.437)
H (2.338, -1.316, 2.474)
H (2.074, -1.952, -1.632)
H (-0.076, -0.620, -0.654)
H (0.028, 1.681, -1.623)
H (0.475, -0.611, -2.344)
H (3.158, 2.561, 0.923)
H (1.033, 2.882, 0.097)
P (2.684, 1.292, -2.909)
C (3.874, 0.265, -3.900)
C (3.726, 2.783, -2.578)
P (-0.131, 2.457, -3.629)
C (1.509, 1.768, -4.247)
C (0.508, 4.128, -3.137)
C (-0.786, 2.832, -5.290)
H (3.314, -0.479, -4.488)
H (4.561, -0.260, -3.218)
H (4.470, 0.886, -4.589)
H (4.349, 3.037, -3.449)
H (4.397, 2.562, -1.734)
H (3.102, 3.644, -2.310)
H (-0.001, 3.252, -5.935)
H (-1.625, 3.529, -5.184)
H (-1.141, 1.882, -5.708)
H (1.255, 0.834, -4.794)
H (1.994, 2.486, -4.950)
H (-0.349, 4.811, -3.196)
H (1.307, 4.491, -3.808)
H (0.875, 4.133, -2.098)
C (-2.818, -4.946, 0.299)
S (-2.645, -3.617, -0.927)
O (-1.549, -2.736, -0.220)
O (-2.266, -4.097, -2.226)
O (-3.876, -2.719, -0.834)
H (-3.113, -5.850, -0.270)
H (-3.608, -4.699, 1.029)
H (-1.866, -5.125, 0.808)

Results
* 2S+1: 1
* charge: +1
* F_max: 4.12 eV Å⁻¹
* energy above the lowest of the compared OMol25 structures with the same formula, charge and spin: 72.4 kJ/mol


No. 4
The following is a DFT calculation (the ωB97M-V functional and the def2-TZVPD basis) of a single C3HN3S3 molecule in a non-equilibrium geometry.

Atoms and positions in Å:
C (-0.952, -0.641, -0.066)
C (1.427, -0.744, 1.538)
C (-0.915, 0.327, -1.021)
N (0.928, -0.023, 0.673)
N (1.271, 0.814, -0.200)
N (0.245, 1.092, -1.104)
S (-1.671, -1.748, 0.735)
S (1.612, -1.618, 2.823)
S (-2.355, 0.567, -1.849)
H (0.410, 1.974, -1.529)

Results
* 2S+1: 1
* charge: 0
* F_max: 3.76 eV Å⁻¹
* energy above the lowest of the compared OMol25 structures with the same formula, charge and spin: 0.0 kJ/mol


No. 5
The following is a DFT calculation (the ωB97M-V functional and the def2-TZVPD basis) of C49H45BCaF4I2N10P as an isolated structure.

Atoms and positions in Å:
Ca (1.179, -0.019, 1.248)
C (0.035, 2.487, 5.605)
C (-0.245, 1.095, 5.036)
C (-1.100, 1.180, 3.783)
C (1.028, 0.327, 4.810)
C (1.905, -0.119, 5.806)
C (2.872, -0.826, 5.130)
N (2.594, -0.792, 3.817)
N (1.455, -0.066, 3.607)
B (3.408, -1.565, 2.753)
N (2.533, -2.606, 2.006)
C (2.819, -3.914, 1.944)
C (1.800, -4.558, 1.280)
C (0.897, -3.544, 0.940)
N (1.348, -2.364, 1.376)
C (-0.420, -3.691, 0.230)
C (-1.107, -4.999, 0.625)
C (-1.341, -2.506, 0.486)
N (4.144, -0.625, 1.775)
C (5.475, -0.568, 1.625)
C (5.770, 0.400, 0.692)
C (4.528, 0.918, 0.309)
N (3.544, 0.295, 0.968)
C (4.293, 2.000, -0.702)
C (2.916, 2.622, -0.566)
C (4.538, 1.466, -2.116)
H (-0.898, 2.981, 5.882)
H (0.670, 2.436, 6.490)
H (0.542, 3.107, 4.862)
H (-0.803, 0.532, 5.792)
H (-0.590, 1.770, 3.018)
H (-1.328, 0.190, 3.381)
H (-2.043, 1.686, 3.998)
H (1.825, 0.035, 6.868)
H (3.730, -1.369, 5.489)
H (4.254, -2.181, 3.335)
H (3.716, -4.298, 2.401)
H (1.716, -5.613, 1.083)
H (-0.211, -3.739, -0.843)
H (-1.307, -5.020, 1.698)
H (-2.057, -5.099, 0.098)
H (-0.498, -5.868, 0.377)
H (-1.544, -2.397, 1.554)
H (-0.913, -1.575, 0.108)
H (-2.290, -2.643, -0.035)
H (6.116, -1.220, 2.195)
H (6.742, 0.703, 0.343)
H (5.035, 2.779, -0.500)
H (2.136, 1.868, -0.697)
H (2.789, 3.087, 0.409)
H (2.746, 3.375, -1.337)
H (3.810, 0.690, -2.364)
H (4.441, 2.269, -2.850)
H (5.534, 1.031, -2.208)
I (0.328, 4.426, 1.756)
C (2.165, 4.885, 2.732)
I (3.319, 3.208, 3.328)
H (1.918, 5.455, 3.618)
H (2.755, 5.473, 2.042)
F (-3.842, -0.540, 0.962)
C (-4.846, 0.143, 0.425)
C (-6.060, -0.420, 0.362)
F (-6.218, -1.645, 0.826)
C (-7.212, 0.270, -0.196)
C (-6.940, 1.621, -0.660)
C (-5.721, 2.178, -0.593)
F (-5.543, 3.409, -1.046)
C (-4.573, 1.476, -0.063)
C (-3.324, 2.019, -0.052)
C (-2.156, 1.311, 0.372)
N (-1.142, 0.860, 0.658)
C (-2.984, 3.326, -0.535)
N (-2.583, 4.348, -0.874)
F (-7.931, 2.321, -1.173)
C (-8.442, -0.302, -0.279)
C (-8.731, -1.632, 0.176)
N (-9.019, -2.676, 0.559)
C (-9.589, 0.353, -0.838)
N (-10.533, 0.810, -1.306)
C (-3.725, -1.591, -3.064)
C (-2.677, -2.496, -2.962)
C (-1.390, -2.049, -2.700)
C (-1.124, -0.691, -2.531)
C (-2.181, 0.212, -2.657)
C (-3.469, -0.235, -2.921)
P (0.547, -0.136, -2.000)
C (0.740, 1.442, -2.906)
C (0.140, 2.575, -2.353)
C (0.240, 3.812, -2.969)
C (0.980, 3.939, -4.137)
C (1.612, 2.829, -4.676)
C (1.491, 1.585, -4.069)
C (1.655, -1.330, -2.806)
C (1.505, -1.732, -4.135)
C (2.374, -2.659, -4.687)
C (3.398, -3.199, -3.915)
C (3.549, -2.814, -2.593)
C (2.678, -1.884, -2.040)
H (-4.726, -1.940, -3.284)
H (-2.858, -3.555, -3.100)
H (-0.582, -2.766, -2.644)
H (-1.999, 1.278, -2.591)
H (-4.269, 0.486, -3.047)
H (-0.388, 2.502, -1.408)
H (-0.250, 4.671, -2.530)
H (1.072, 4.904, -4.619)
H (2.203, 2.926, -5.578)
H (1.998, 0.733, -4.501)
H (0.699, -1.327, -4.735)
H (2.253, -2.964, -5.718)
H (4.073, -3.925, -4.349)
H (4.340, -3.237, -1.987)
H (2.806, -1.589, -1.004)

Results
* 2S+1: 1
* charge: +1
* F_max: 0.86 eV Å⁻¹
* energy above the lowest of the compared OMol25 structures with the same formula, charge and spin: 0.0 kJ/mol


No. 6
The following is a DFT calculation (the ωB97M-V functional and the def2-TZVPD basis) of C30H57Br9HgN3O3 as an isolated structure in a non-equilibrium geometry.

Atoms and positions in Å:
Hg (-4.435, -19.666, -5.203)
C (-0.671, -21.026, -1.632)
C (0.552, -20.112, -1.883)
C (1.686, -21.079, -2.372)
C (2.819, -20.388, -3.143)
C (2.258, -19.382, -4.176)
C (1.175, -18.373, -3.699)
N (0.137, -19.135, -2.976)
O (-1.019, -18.349, -2.619)
C (0.690, -17.737, -5.041)
C (1.904, -17.300, -2.856)
C (0.883, -19.429, -0.529)
H (-1.418, -20.479, -1.057)
H (-0.349, -21.824, -0.964)
H (-0.983, -21.517, -2.554)
H (1.322, -21.930, -2.947)
H (2.353, -21.434, -1.586)
H (3.291, -21.219, -3.667)
H (3.570, -20.018, -2.446)
H (1.998, -19.878, -5.112)
H (3.182, -18.952, -4.560)
H (1.377, -17.189, -5.686)
H (-0.128, -17.055, -4.809)
H (0.229, -18.431, -5.744)
H (2.484, -17.776, -2.065)
H (1.302, -16.654, -2.217)
H (2.662, -16.672, -3.323)
H (0.612, -19.889, 0.422)
H (0.295, -18.535, -0.321)
H (1.950, -19.217, -0.471)
C (-5.293, -16.598, -12.626)
C (-5.460, -15.447, -11.648)
C (-6.415, -14.576, -12.449)
C (-6.953, -13.498, -11.574)
C (-7.625, -14.046, -10.365)
C (-6.728, -14.839, -9.450)
N (-6.043, -15.826, -10.358)
O (-5.362, -16.995, -9.749)
C (-7.723, -15.488, -8.491)
C (-5.721, -13.873, -8.722)
C (-4.015, -14.664, -11.540)
H (-4.455, -17.253, -12.387)
H (-5.199, -16.219, -13.644)
H (-6.222, -17.163, -12.556)
H (-7.245, -15.097, -12.926)
H (-5.903, -13.971, -13.198)
H (-7.571, -12.793, -12.131)
H (-6.103, -12.844, -11.381)
H (-8.489, -14.674, -10.585)
H (-7.997, -13.188, -9.803)
H (-8.381, -14.862, -7.889)
H (-7.135, -16.108, -7.814)
H (-8.434, -16.157, -8.976)
H (-5.260, -13.101, -9.338)
H (-4.842, -14.397, -8.348)
H (-6.124, -13.252, -7.922)
H (-4.153, -13.681, -11.089)
H (-3.482, -14.543, -12.483)
H (-3.401, -15.253, -10.859)
C (-5.600, -24.276, -5.813)
C (-6.921, -24.483, -4.958)
C (-6.486, -25.251, -3.699)
C (-7.334, -25.281, -2.432)
C (-7.733, -23.852, -2.129)
C (-8.408, -23.138, -3.350)
N (-7.532, -23.163, -4.579)
O (-7.960, -22.379, -5.712)
C (-8.490, -21.658, -2.950)
C (-9.830, -23.710, -3.621)
C (-7.909, -25.451, -5.776)
H (-5.717, -23.567, -6.634)
H (-5.341, -25.218, -6.295)
H (-4.775, -23.843, -5.248)
H (-5.461, -25.176, -3.337)
H (-6.393, -26.310, -3.937)
H (-6.836, -25.706, -1.561)
H (-8.189, -25.916, -2.664)
H (-6.916, -23.174, -1.881)
H (-8.407, -23.838, -1.274)
H (-9.001, -21.336, -2.042)
H (-8.812, -21.102, -3.831)
H (-7.474, -21.275, -2.852)
H (-10.167, -23.951, -2.613)
H (-9.757, -24.723, -4.018)
H (-10.303, -23.084, -4.377)
H (-8.543, -26.044, -5.118)
H (-7.331, -26.122, -6.412)
H (-8.635, -24.889, -6.364)
C (-0.551, -28.231, 3.448)
Br (0.893, -27.144, 2.646)
Br (-1.477, -29.299, 2.049)
Br (-1.888, -26.989, 4.336)
H (0.011, -28.828, 4.166)
C (5.697, -18.331, -12.683)
Br (7.305, -17.325, -12.299)
Br (4.173, -17.151, -12.583)
Br (5.427, -19.840, -11.458)
H (5.734, -18.687, -13.712)
C (-1.804, -15.836, 6.315)
Br (-0.548, -17.379, 6.907)
Br (-0.864, -14.696, 4.990)
Br (-2.648, -14.625, 7.643)
H (-2.651, -16.280, 5.792)

Results
* 2S+1: 1
* charge: -1
* F_max: 4.79 eV Å⁻¹
* energy above the lowest of the compared OMol25 structures with the same formula, charge and spin: 701.4 kJ/mol


> What is the F_max in the fifth record?

0.86 eV Å⁻¹


> What is the F_max in the third record?

4.12 eV Å⁻¹